Computed, not measured: a structure of composition C4H6MgO at a distorted geometry, with the ωB97M-V functional and the def2-TZVPD basis.

```
! wB97M-V def2-TZVPD RIJCOSX def2/J DEFGRID3
* xyz 2 1
Mg 1.1897 2.0912 -0.0616
O -0.5600 1.5538 -0.3080
C 0.6735 -0.5977 0.1984
C 1.9086 -0.3257 -0.0197
C -1.3663 0.5292 -0.3159
C -0.7260 -0.8953 0.4212
H 2.3848 0.4979 0.5255
H -1.4721 -0.0314 -1.3125
H -1.0598 -0.7937 1.4592
H -1.1565 -1.7703 -0.0776
H -2.2790 0.5847 0.2994
H 2.4632 -0.8428 -0.8085
*
```

Computed properties:
Electronic energy (eV): -11714.2575
HOMO energy (eV): -18.585
M (g/mol): 94.40
LUMO (eV): -12.0
Orbital gap (Ha): 0.24196



Computed, not measured: a structure of composition C4H6MgO2Rb at a distorted geometry, with the ωB97M-V functional and the def2-TZVPD basis.

```
! wB97M-V def2-TZVPD RIJCOSX def2/J DEFGRID3
* xyz 1 1
Rb 2.0571 -0.8283 -1.6473
Mg -2.1268 -1.0148 -0.8399
O 0.7223 -2.6196 -0.2805
O -2.2550 1.0254 -1.0429
C 0.6690 -2.2130 1.0408
C -1.1294 1.8272 -0.9308
C -0.2945 1.7088 0.1106
C 1.7931 -1.8229 1.7033
H -1.0696 2.6202 -1.6768
H -2.9410 1.4323 -1.5860
H 1.7421 -1.4177 2.7156
H 2.7954 -2.1058 1.3374
H 0.5447 2.4017 0.1778
H -0.5074 1.0063 0.9188
*
```

Computed properties:
Electronic energy (eV): -14429.8197
HOMO energy (spin up / spin down) (eV): -10.478 / -10.416
M (g/mol): 195.86
LUMO (spin up / spin down) (eV): -3.7 / -5.4
Orbital gap (spin up / spin down) (Ha): 0.24972 / 0.18435



Computed, not measured: a cluster of 2 separate species, C4H6N in total at a distorted geometry, with the ωB97M-V functional and the def2-TZVPD basis.

```
! wB97M-V def2-TZVPD RIJCOSX def2/J DEFGRID3
* xyz 1 1
N 1.3045 -0.0204 0.2073
C -1.0911 0.9490 -0.2473
C -2.0162 1.6782 -0.1218
C -0.0946 -0.0346 -0.2994
C 0.4492 -1.1293 0.5475
H 1.9147 0.1008 -0.6153
H -2.9442 2.0383 0.2833
H 1.5079 0.6730 0.9048
H 0.4393 -1.3382 1.5691
H 0.0031 -0.9111 -2.0605
H 0.5275 -2.0058 -0.1677
*
```

Computed properties:
Electronic energy (eV): -5720.8813
HOMO energy (spin up / spin down) (eV): -14.444 / -14.641
M (g/mol): 68.10
LUMO (spin up / spin down) (eV): -5.7 / -6.0
Orbital gap (spin up / spin down) (Ha): 0.32109 / 0.31874



Computed, not measured: the ion C4H6N with charge +1 at a distorted geometry, with the ωB97M-V functional and the def2-TZVPD basis.

```
! wB97M-V def2-TZVPD RIJCOSX def2/J DEFGRID3
* xyz 1 1
N -0.9889 0.4290 -0.1016
C 2.8906 0.2615 0.2113
C -2.1192 0.0984 0.3669
C 0.2733 -0.4741 -0.2671
C 1.7357 -0.0567 0.0327
H 0.1569 -0.5966 -1.2879
H -2.5475 -0.9356 0.4768
H -2.9669 0.8098 0.4013
H 3.8839 0.6165 0.2349
H 0.2747 -1.4990 0.3243
H -0.5926 1.3468 -0.3916
*
```

Computed properties:
Electronic energy (eV): -5724.2202
HOMO energy (eV): -14.617
SMILES: C#CC[NH+]=C
M (g/mol): 68.10
LUMO (eV): -5.6
Orbital gap (Ha): 0.33096



Computed, not measured: a structure of composition C4H6N2, with the ωB97M-V functional and the def2-TZVPD basis.

```
! wB97M-V def2-TZVPD RIJCOSX def2/J DEFGRID3
* xyz 0 1
N 2.3331 0.7657 0.0990
N -0.6282 -1.7789 0.2235
C -1.5956 -0.9438 0.1581
C -0.0878 0.8581 -0.1652
C -1.3656 0.4918 -0.0044
C 1.1563 0.6417 -0.5398
H 3.1474 0.4155 -0.3801
H -0.9848 -2.7289 0.3098
H 0.5035 1.6492 -1.0607
H -2.6495 -1.2465 0.2244
H -2.1896 1.1953 0.0282
H 2.3608 0.6808 1.1072
*
```

Computed properties:
Electronic energy (eV): -7221.0668
HOMO energy (eV): -7.930
M (g/mol): 82.11
LUMO (eV): 0.6
Orbital gap (Ha): 0.31455



Computed, not measured: the molecule C4H6N2 at a distorted geometry, with the ωB97M-V functional and the def2-TZVPD basis.

```
! wB97M-V def2-TZVPD RIJCOSX def2/J DEFGRID3
* xyz 0 1
N 2.9055 -0.6638 -0.8555
N -0.1733 0.6242 0.4964
C -1.4821 0.2316 0.9773
C 2.0859 -0.5391 -0.0487
C 0.6708 -0.4477 0.1290
C 0.2397 0.5386 -0.9290
H 0.8589 1.3948 -1.1663
H -1.8572 -0.6581 0.4557
H 0.2843 -0.1317 -1.8226
H -1.4222 0.0185 2.0495
H -2.1665 1.0632 0.8133
H 0.2075 -1.4404 0.0512
*
```

Computed properties:
Electronic energy (eV): -7221.4053
HOMO energy (eV): -9.731
SMILES: CN1C[C@H]1C#N
M (g/mol): 82.11
LUMO (eV): 0.8
Orbital gap (Ha): 0.38623